1.
Here is a cluster of 4 separate species, C3H13NO3 in total from the Open Molecules 2025 dataset. Energies are from ωB97M-V/def2-TZVPD.

Each line ends with the Löwdin charge.
Atoms and positions in Å:
O -2.54 -1.36 3.76  -0.106
O -1.13 -2.53 1.51  -0.111
O 1.28 -2.71 -2.60  -0.085
N 0.98 0.83 -1.08  -0.045
C 0.08 1.98 -1.16  -0.290
C 0.83 0.12 -0.05  -0.085
C 0.88 3.17 -0.47  -0.082
H 1.79 3.43 -1.04  0.085
H -0.96 1.77 -1.13  0.094
H -2.67 -0.40 3.79  0.029
H 0.25 4.05 -0.59  0.064
H -1.89 -3.18 1.25  0.110
H 1.89 -3.03 -3.29  0.035
H -1.68 -1.43 3.24  0.028
H 0.96 2.80 0.50  0.031
H 1.49 -0.79 0.04  0.076
H -0.02 0.04 0.61  0.065
H 0.23 2.43 -2.16  0.088
H -0.43 -3.11 1.88  0.056
H 0.66 -2.08 -3.02  0.043

Results
- Gap between HOMO and LUMO: 10.003 eV
- E_LUMO: 0.565 eV
- Energy relative to the best compared isomer or geometry (same formula, charge and spin): 55.7 kcal per mole
- SMILES: C=NCC.O.O.O
- F_max: 4.76 eV/Å
- Spin multiplicity: 1

=====

2.
Here is the ion C5H10NO3 with charge +1 from the Open Molecules 2025 dataset. Energies are from ωB97M-V/def2-TZVPD.

Each line ends with the Löwdin charge.
Atoms and positions in Å:
O -1.75 -1.56 1.76  0.111
O -1.93 0.72 2.30  0.038
O 0.32 -1.21 -1.21  -0.086
N 0.64 0.89 -0.02  0.091
C 1.59 -1.20 -0.46  -0.085
C -1.82 -0.03 -0.21  0.005
C -1.84 -0.38 1.37  -0.366
C 1.95 0.38 -0.61  -0.040
C -0.33 0.03 -0.82  -0.267
H 0.41 1.89 -0.15  0.202
H 2.93 0.76 -0.18  0.159
H -2.43 -0.77 -0.84  0.159
H -0.49 0.61 -1.81  0.184
H -1.11 1.26 2.20  0.104
H 1.23 -1.54 0.59  0.150
H 1.84 0.55 -1.75  0.163
H -2.31 1.00 -0.37  0.144
H 0.71 0.55 0.97  0.178
H 2.38 -1.97 -0.73  0.158

Results
- Gap between HOMO and LUMO: 10.457 eV
- E_LUMO: -4.021 eV
- Energy relative to the best compared isomer or geometry (same formula, charge and spin): 77.0 kcal per mole
- SMILES: O=C(O)C[C@H]1[NH2+]CCO1
- Total charge: +1
- F_max: 5.25 eV/Å
- Spin multiplicity: 1

=====

3.
Here is the molecule C3H10NPS2 from the Open Molecules 2025 dataset. Energies are from ωB97M-V/def2-TZVPD.

Each line ends with the Löwdin charge.
Atoms and positions in Å:
S -0.77 -1.68 -1.61  0.442
S -2.44 1.37 -0.61  0.074
P -0.60 0.28 -0.78  0.180
N 0.10 0.13 0.74  -0.459
C 0.73 1.03 -1.80  -0.266
C -0.80 0.07 1.89  -0.164
C 1.26 -0.73 0.91  -0.142
H -1.70 0.64 1.65  -0.008
H 1.98 -0.55 0.11  0.071
H 1.72 -0.49 1.87  0.089
H -1.97 -1.44 -2.13  -0.197
H -0.31 0.53 2.74  0.087
H 0.98 -1.79 0.91  0.076
H 1.13 1.89 -1.27  0.052
H 0.27 1.36 -2.74  0.045
H 1.51 0.32 -2.02  0.033
H -1.08 -0.95 2.14  0.087

Results
- Gap between HOMO and LUMO: 8.986 eV
- E_LUMO: 0.512 eV
- Energy relative to the best compared isomer or geometry (same formula, charge and spin): 0.0 kcal per mole
- SMILES: CN(C)[P@](C)(=S)S
- F_max: 3.49 eV/Å
- Spin multiplicity: 1

=====

4.
Here is a cluster of 2 separate species, C19H17N2O3S in total from the Open Molecules 2025 dataset. Energies are from ωB97M-V/def2-TZVPD.

Each line ends with the Löwdin charge.
Atoms and positions in Å:
S 1.10 1.20 1.26  0.729
O -2.02 3.55 -1.31  -0.085
O 1.20 1.98 -0.02  -0.315
O 1.11 1.91 2.59  -0.348
N -0.13 0.09 1.23  -0.040
N -1.79 1.38 -1.96  0.097
C 3.10 -0.26 0.07  -0.051
C 6.05 -2.29 1.25  -0.060
C 4.25 -1.05 2.44  -0.044
C -4.91 -0.42 1.21  -0.083
C -4.80 -1.79 1.24  -0.095
C 4.24 -1.05 0.06  -0.035
C -1.93 3.20 -3.57  -0.062
C -3.78 0.37 1.16  -0.013
C -2.42 -1.61 1.20  -0.030
C -1.29 0.58 1.15  -0.142
C -1.78 0.97 -4.31  -0.171
C -1.87 2.32 -4.60  -0.155
C -3.56 -2.39 1.24  -0.089
C 2.55 0.13 1.26  -0.286
C 4.82 -1.45 1.25  -0.288
C 3.12 -0.26 2.45  -0.059
C -2.51 -0.22 1.16  -0.188
C -1.73 0.57 -3.00  -0.233
C -1.91 2.73 -2.22  -0.587
H 6.39 -2.52 0.24  0.072
H 4.71 -1.36 3.37  0.110
H -1.44 -2.05 1.21  0.108
H 6.87 -1.79 1.76  0.080
H -1.74 0.24 -5.10  0.063
H -3.86 1.44 1.14  0.121
H -2.00 4.26 -3.74  0.087
H 4.68 -1.34 -0.88  0.107
H -1.37 1.65 1.09  0.123
H -5.69 -2.40 1.28  0.096
H -1.91 2.66 -5.63  0.082
H 2.68 0.07 3.38  0.110
H 2.65 0.08 -0.85  0.118
H -3.47 -3.46 1.27  0.096
H -5.88 0.05 1.22  0.100
H -1.63 -0.48 -2.77  0.079
H 5.88 -3.24 1.76  0.080

Results
- Gap between HOMO and LUMO: 5.538 eV
- E_LUMO: 2.473 eV
- Energy relative to the best compared isomer or geometry (same formula, charge and spin): 4.5 kcal per mole
- Total charge: -1
- F_max: 3.79 eV/Å
- Spin multiplicity: 1

=====

5.
Here is a cluster of 14 separate species, C52H108N4O34 in total from the Open Molecules 2025 dataset. Energies are from ωB97M-V/def2-TZVPD.

Each line ends with the Löwdin charge.
Atoms and positions in Å:
O 4.85 -7.55 -2.28  -0.025
O 8.73 -11.89 -9.67  0.110
O 2.88 -14.92 -3.20  0.046
O 7.68 -22.73 -3.23  -0.013
O 10.12 -12.21 -5.15  -0.012
O 6.98 -10.38 -9.52  -0.022
O 0.67 -15.03 -7.55  -0.027
O 9.47 -15.52 -8.37  0.069
O 5.93 -7.79 -4.19  -0.008
O 3.95 -16.56 -2.30  -0.030
O 9.24 -10.55 -3.77  0.114
O 7.41 -15.27 -13.94  0.029
O 6.55 -12.54 -9.85  0.017
O 9.02 -22.00 -1.49  0.094
O 5.41 -12.71 -0.50  -0.005
O 4.25 -9.31 -3.69  0.112
O 11.52 -14.95 -9.32  0.014
O 8.96 -24.19 -2.17  0.025
O 5.04 -15.22 -6.57  0.010
O 8.62 -16.43 -12.51  -0.012
O 9.88 -19.09 3.69  -0.005
O 5.89 -19.62 -7.11  0.000
O 9.63 -19.29 -5.02  0.073
O 11.22 -19.60 -3.32  -0.042
O 10.68 -12.23 -3.14  0.035
O 3.87 -20.29 -6.86  0.019
O 2.52 -16.98 -4.02  0.123
O 6.94 -14.36 0.02  0.098
O 6.39 -16.56 -12.35  0.115
O 11.52 -15.64 -7.24  -0.004
O 5.56 -13.35 1.56  0.031
O 10.07 -17.68 -3.37  0.001
O 0.49 -12.17 -7.56  0.001
O 4.93 -19.50 -4.97  0.067
N 8.49 -18.44 1.97  -0.182
N 2.41 -16.06 -8.50  -0.152
N 6.63 -15.51 -5.00  -0.150
N 2.57 -11.19 -7.45  -0.184
C 11.53 -20.93 -3.68  -0.041
C 7.72 -9.18 -9.44  -0.068
C 5.42 -14.54 -10.04  -0.044
C 11.55 -12.94 -1.05  -0.067
C 10.15 -24.44 -1.49  -0.225
C 9.34 -11.85 -6.29  -0.051
C 1.97 -14.30 -4.04  -0.212
C 11.85 -14.14 -11.60  -0.051
C 6.03 -13.61 0.32  -0.527
C 7.22 -19.43 -6.79  -0.225
C 7.39 -7.49 -6.21  -0.027
C 6.06 -14.16 2.57  -0.220
C 5.87 -12.64 -1.86  -0.028
C 10.71 -15.38 -8.30  -0.470
C 2.11 -15.79 -9.89  -0.047
C 2.22 -12.85 -3.75  -0.046
C 4.95 -8.37 -3.39  -0.487
C 10.83 -17.26 -2.32  -0.245
C 7.45 -14.46 -5.56  -0.036
C 5.89 -15.60 -15.79  -0.077
C 7.40 -21.35 -3.67  -0.001
C 3.05 -16.19 -3.28  -0.599
C 3.32 -17.23 -8.28  -0.042
C 7.22 -16.40 -4.03  -0.023
C 1.23 -11.22 -7.30  -0.334
C 9.96 -11.52 -4.00  -0.545
C 11.09 -14.01 -10.29  -0.242
C 6.15 -14.87 -14.57  -0.239
C 8.81 -16.99 2.06  -0.014
C 4.22 -17.95 -2.10  -0.051
C 8.57 -22.90 -2.20  -0.533
C 9.07 -19.36 2.80  -0.331
C 7.32 -13.45 3.18  -0.043
C 10.36 -25.99 -1.45  -0.054
C 6.54 -8.46 -5.31  -0.173
C 10.09 -16.09 -1.65  -0.055
C 2.63 -20.47 -6.20  -0.024
C 7.37 -16.17 -12.92  -0.562
C 4.88 -19.85 -6.16  -0.514
C 3.89 -7.86 -1.28  -0.053
C 3.35 -10.05 -7.04  -0.070
C 3.39 -12.28 -7.87  -0.043
C 10.95 -15.76 -5.94  -0.018
C 7.53 -11.63 -9.72  -0.503
C 6.82 -13.93 -9.78  -0.174
C 10.25 -18.87 -4.01  -0.420
C 7.64 -18.95 0.91  -0.046
C 7.84 -18.24 -7.66  -0.021
C 1.70 -15.74 -7.43  -0.333
C 10.54 -12.08 -1.75  -0.228
C 5.51 -15.84 -5.62  -0.340
C 8.85 -17.35 -11.47  -0.049
H 10.96 -23.91 -2.00  0.121
H 11.18 -26.13 -0.73  0.071
H 5.02 -16.68 -5.12  0.130
H 1.55 -14.86 -9.97  0.091
H 6.95 -12.57 -1.97  0.081
H 11.75 -13.96 -1.39  0.057
H 2.20 -12.69 -2.67  0.086
H 7.85 -13.93 -4.70  0.091
H 11.42 -13.06 -9.88  0.122
H 2.78 -20.80 -5.17  0.096
H 8.14 -8.90 -10.41  0.101
H 4.68 -14.38 -9.26  0.050
H 3.18 -12.56 -4.20  0.077
H 9.53 -26.68 -1.29  0.077
H 3.85 -12.06 -8.83  0.087
H 5.49 -15.63 -10.10  0.060
H 10.74 -26.40 -2.39  0.065
H 2.20 -14.51 -5.09  0.108
H 2.97 -15.75 -10.56  0.077
H 8.04 -18.06 -11.28  0.091
H 3.74 -8.94 -1.30  0.085
H 2.95 -7.35 -1.52  0.097
H 6.70 -21.43 -4.50  0.075
H 5.57 -13.56 -2.37  0.086
H 8.88 -16.72 -10.57  0.073
H 8.65 -20.37 2.67  0.128
H 4.94 -15.51 -16.31  0.090
H 6.82 -13.74 -6.08  0.084
H 6.31 -15.17 2.25  0.093
H 6.63 -18.57 0.81  0.080
H 2.10 -19.53 -6.04  0.093
H 8.19 -18.55 0.06  0.079
H 7.78 -20.36 -6.89  0.120
H 4.21 -17.32 -8.90  0.081
H 7.51 -17.26 -7.28  0.059
H 10.07 -15.20 -2.28  0.070
H 8.29 -7.21 -5.66  0.074
H 2.79 -13.17 -8.07  0.078
H 7.67 -20.04 1.01  0.081
H 8.92 -18.35 -7.71  0.066
H 9.79 -17.89 -11.55  0.100
H 10.62 -15.83 -0.74  0.069
H 10.01 -13.97 -10.46  0.098
H 6.01 -16.65 -15.51  0.092
H 7.26 -19.18 -5.73  0.082
H 2.04 -16.03 -6.42  0.114
H 4.67 -18.10 -1.12  0.084
H 5.66 -8.76 -5.90  0.091
H 12.14 -21.45 -2.93  0.101
H 8.22 -14.72 -6.28  0.070
H 2.77 -18.17 -8.37  0.082
H 11.84 -17.01 -2.66  0.133
H 3.85 -17.30 -7.33  0.058
H 7.02 -12.52 3.66  0.074
H 12.09 -20.97 -4.61  0.099
H 7.92 -16.39 1.88  0.056
H 8.03 -16.91 -4.55  0.075
H 0.84 -10.24 -6.98  0.129
H 6.61 -15.30 -16.55  0.086
H 9.69 -10.90 -6.68  0.096
H 9.06 -16.61 3.04  0.089
H 1.92 -21.10 -6.74  0.100
H 12.52 -12.45 -0.95  0.080
H 11.32 -12.99 0.02  0.084
H 7.54 -18.27 -8.70  0.061
H 8.31 -20.89 -4.04  0.070
H 7.61 -15.93 -3.13  0.081
H 11.99 -15.21 -11.74  0.078
H 10.33 -16.66 -5.95  0.082
H 7.61 -14.24 -10.46  0.109
H 10.46 -14.81 -5.77  0.084
H 4.22 -12.47 -7.19  0.085
H 5.24 -14.29 3.28  0.127
H 7.72 -8.03 -7.10  0.030
H 11.29 -13.66 -12.40  0.087
H 2.72 -9.26 -6.62  0.086
H 6.26 -13.80 -14.71  0.128
H 4.87 -18.34 -2.88  0.053
H 5.04 -14.10 -10.97  0.085
H 7.74 -14.03 4.00  0.067
H 6.86 -6.57 -6.43  0.081
H 10.56 -21.40 -3.83  0.079
H 3.28 -18.49 -2.16  0.098
H 10.74 -11.08 -1.37  0.129
H 3.77 -9.59 -7.93  0.090
H 8.19 -13.34 2.53  0.073
H 0.96 -14.60 -3.79  0.145
H 10.87 -17.98 -1.51  0.128
H 9.51 -12.24 -1.44  0.120
H 8.27 -11.68 -6.16  0.090
H 9.11 -16.43 -1.32  0.070
H 6.58 -17.21 -3.66  0.081
H 12.85 -13.74 -11.43  0.076
H 5.33 -15.01 -13.86  0.119
H 1.37 -16.50 -10.24  0.092
H 6.65 -20.85 -3.05  0.096
H 4.10 -10.27 -6.28  0.066
H 4.16 -7.68 -0.24  0.092
H 7.27 -14.16 -8.81  0.106
H 7.05 -9.35 -4.94  0.110
H 8.49 -9.22 -8.67  0.077
H 11.64 -15.94 -5.11  0.095
H 10.16 -24.13 -0.44  0.121
H 9.45 -12.57 -7.10  0.083
H 1.45 -12.20 -4.17  0.082
H 7.11 -8.34 -9.11  0.084
H 9.57 -16.71 1.34  0.077
H 5.30 -11.83 -2.32  0.090

Results
- Gap between HOMO and LUMO: 8.689 eV
- E_LUMO: 0.336 eV
- Energy relative to the best compared isomer or geometry (same formula, charge and spin): 0.0 kcal per mole
- F_max: 4.86 eV/Å
- Spin multiplicity: 1

=====

Question: Which value of spin multiplicity does entry 3 give?
Answer: 1